[1]
51
Properties=species:S:1:pos:R:3 method="wB97M-V/def2-TZVPD" total_energy_ha=-17400.58994 spin_multiplicity=1 largest_force_ev_per_a=5.3 e_lumo_ev=-0.41 total_charge=0 homo_lumo_gap_ev=9.5 homo_energy_ha=-0.366
O 14.5058 -23.5695 0.6874
C 15.1352 -23.1378 1.5909
O 16.2913 -22.3273 1.4962
C 16.7656 -22.0418 2.8112
C 15.8147 -22.6284 3.8597
C 14.9749 -23.6430 3.0360
H 16.8189 -20.9824 3.0617
H 17.6802 -22.6260 2.9126
H 15.2374 -21.8585 4.3717
H 16.4493 -23.0771 4.6239
H 13.9880 -23.7570 3.4842
H 15.4978 -24.5883 2.8910
O 7.9587 -30.2105 -2.4105
C 8.3573 -29.2138 -3.0443
O 8.0657 -29.0811 -4.3123
C 8.5629 -27.8810 -4.8332
C 8.5885 -26.9285 -3.6114
C 8.8005 -27.8823 -2.4375
H 7.9043 -27.4510 -5.5878
H 9.5494 -27.9817 -5.2857
H 7.5803 -26.5250 -3.5179
H 9.3777 -26.1803 -3.6853
H 8.1348 -27.6680 -1.6015
H 9.8604 -28.0049 -2.2145
O 8.4134 -24.6783 9.8011
C 8.3616 -23.4667 9.7361
O 9.1581 -22.7329 9.0081
C 8.7673 -21.4176 8.8387
C 7.5101 -21.1761 9.6447
C 7.4264 -22.5382 10.4406
H 8.5957 -21.1777 7.7893
H 9.5444 -20.7869 9.2706
H 6.6765 -20.9660 8.9746
H 7.6276 -20.3992 10.4001
H 6.4316 -22.9825 10.4728
H 7.5236 -22.3941 11.5167
C 10.7229 -30.0333 5.1790
Cl 9.9715 -28.5482 4.6488
Cl 12.1481 -30.4257 4.1454
H 11.0290 -29.7901 6.1965
H 9.9506 -30.7991 5.2510
C 3.6106 -34.9245 1.8690
Br 2.0648 -33.7556 1.5995
Br 2.9552 -36.8552 1.8257
Br 4.5213 -34.4012 3.5881
H 4.2876 -34.8451 1.0185
C 14.1723 -28.4297 12.3342
Br 14.6281 -30.3159 12.6234
Br 14.7318 -27.7256 10.5835
Br 14.9869 -27.2882 13.7907
H 13.0858 -28.3805 12.4054

[2]
71
Properties=species:S:1:pos:R:3 method="wB97M-V/def2-TZVPD" total_energy_ha=-1776.91626 spin_multiplicity=1 largest_force_ev_per_a=2.9 e_lumo_ev=0.49 total_charge=0 homo_lumo_gap_ev=8.5 homo_energy_ha=-0.296
O -0.8652 4.1702 -0.8794
C -1.3500 4.4152 0.4510
C -2.5504 3.5281 0.8143
O -3.7022 3.9928 0.0853
C -4.8927 3.2587 0.4118
O -6.0145 3.8574 -0.2485
C -6.4123 5.1165 0.3082
C -7.0158 4.9422 1.7119
C -6.1470 5.6224 2.7677
C -6.3943 5.2460 4.2597
O -5.2394 4.8656 3.5345
C -4.7192 1.7913 -0.0011
O -5.8677 0.9761 0.2718
C -3.5640 1.2277 0.8256
O -3.3763 -0.1641 0.5364
C -2.2846 2.0266 0.5416
O -1.2327 1.5178 1.3787
H -0.2840 4.8915 -1.1760
H -0.5417 4.2407 1.1681
H -1.6550 5.4627 0.5445
H -2.7475 3.6532 1.8852
H -5.0482 3.2857 1.4947
H -5.5617 5.8068 0.3296
H -7.1669 5.5589 -0.3496
H -7.1259 3.8779 1.9437
H -8.0164 5.3830 1.7390
H -5.8662 6.6531 2.5262
H -7.1274 4.4715 4.5062
H -6.2826 6.0116 5.0334
H -4.4815 1.7466 -1.0691
H -5.5849 0.0441 0.2037
H -3.8102 1.3333 1.8887
H -2.5956 -0.4731 1.0341
H -2.0122 1.8883 -0.5107
H -0.3694 1.8183 1.0416
C 7.9716 -5.4939 1.3068
N 6.8458 -4.6954 0.8221
C 5.8911 -5.1558 0.0017
O 5.9087 -6.3030 -0.4285
C 4.7999 -4.1591 -0.4352
C 3.9201 -4.6344 -1.6083
C 2.9901 -3.5931 -2.1605
C 3.1441 -2.9578 -3.3448
N 2.1490 -2.0144 -3.5017
C 1.3041 -1.9872 -2.4159
C 0.1840 -1.2071 -2.1039
C -0.4821 -1.4324 -0.8908
C -0.0247 -2.4271 -0.0069
C 1.1066 -3.2030 -0.3305
C 1.8028 -3.0017 -1.5436
N 5.2867 -2.7809 -0.6456
C 6.2435 -2.3266 -1.4579
C 6.9989 -3.2538 -2.3921
O 6.5189 -1.1377 -1.4505
H 8.3607 -5.0747 2.2358
H 7.6484 -6.5215 1.4900
H 8.7631 -5.5095 0.5554
H 6.7986 -3.7251 1.0937
H 4.1282 -4.1048 0.4209
H 3.3235 -5.4832 -1.2711
H 4.5570 -4.9975 -2.4146
H 3.9465 -3.1456 -4.0476
H 2.0735 -1.4098 -4.3069
H -0.1647 -0.4481 -2.7880
H -1.3513 -0.8432 -0.6492
H -0.5502 -2.6014 0.9220
H 1.4462 -3.9674 0.3516
H 4.8080 -2.0519 -0.1398
H 7.5474 -4.0008 -1.8235
H 6.3052 -3.7357 -3.0756
H 7.7065 -2.6599 -2.9698

[3]
14
Properties=species:S:1:pos:R:3 method="wB97M-V/def2-TZVPD" e_above_lowest_kcal_mol=91.9 total_energy_ha=-307.56600 spin_multiplicity=1 largest_force_ev_per_a=3.9 e_lumo_ev=1.09 total_charge=0 homo_lumo_gap_ev=10.7 homo_energy_ha=-0.351
C -1.1325 0.4047 1.7005
O -0.9331 0.4230 0.2944
C 0.4682 0.5380 -0.0733
C 0.8855 -0.8766 -0.2958
C 0.7791 0.0497 -1.4711
O -0.2299 -0.1407 -2.4140
H -1.0607 1.4341 2.0567
H -0.3998 -0.2268 2.2319
H -2.1392 0.0223 1.9143
H 0.9721 1.3587 0.4264
H -0.2865 -1.0478 -0.0189
H 1.8469 -1.3402 -0.0094
H 1.6720 0.4833 -1.9447
H -0.4419 -1.0818 -2.3967

[4]
65
Properties=species:S:1:pos:R:3 method="wB97M-V/def2-TZVPD" e_above_lowest_kcal_mol=10.0 total_energy_ha=-1485.27959 spin_multiplicity=1 largest_force_ev_per_a=7.6 e_lumo_ev=-6.53 total_charge=+2 homo_lumo_gap_ev=6.7 homo_energy_ha=-0.485
C 3.7336 -39.9005 13.1543
C 5.1653 -40.0558 13.5750
O 5.5286 -39.3810 14.5641
N 6.1281 -41.1579 12.7222
H 5.4314 -41.9180 12.1987
H 6.4926 -40.4753 12.1450
C 6.9954 -42.0450 13.6630
H 3.2664 -39.0551 13.6035
H 3.0683 -40.6316 13.4345
H 3.8806 -39.7131 12.1068
H 7.6053 -42.8497 13.2150
H 6.3789 -42.5204 14.3074
H 7.6759 -41.3040 14.1067
C 7.6178 -37.5035 7.8520
C 7.8425 -36.7352 9.1664
O 8.9899 -36.3428 9.3433
N 6.8718 -36.9428 10.2430
H 5.9244 -36.8617 9.8338
H 6.7563 -38.0418 10.5477
C 7.1086 -36.1330 11.5408
H 6.7422 -37.3497 7.4070
H 7.4517 -38.5666 7.9974
H 8.4167 -37.3693 7.2344
H 7.2853 -35.0027 11.5734
H 7.8711 -36.6524 12.0508
H 6.4798 -36.3107 12.3793
C 8.4756 -42.6270 9.9081
C 7.2457 -42.3779 9.0919
O 7.0112 -42.9824 8.1563
N 6.1879 -41.4092 9.5464
H 5.7498 -42.0073 10.1892
H 6.6682 -40.6756 10.2191
C 5.1230 -41.0033 8.6092
H 8.5600 -42.0407 10.7938
H 9.3936 -42.4946 9.2332
H 8.4409 -43.5440 10.4747
H 5.7557 -40.7327 7.7378
H 4.6028 -40.0900 9.1447
H 4.2295 -41.6121 8.5238
O 7.4039 -39.4703 10.9213
H 8.3708 -39.2149 11.1218
F 9.4056 -37.0105 15.1248
C 9.9634 -38.1312 15.5769
C 10.2864 -38.1876 16.8804
C 10.8059 -39.3498 17.4514
C 10.7642 -40.5305 16.7653
C 10.4359 -40.5289 15.3285
C 9.9009 -39.2590 14.7459
H 9.9823 -37.2097 17.3857
H 11.1284 -39.1444 18.6259
H 11.1807 -41.4449 17.0374
H 10.3983 -41.3874 14.7475
H 9.6991 -39.0388 13.7851
F 10.3086 -39.9103 10.4368
C 11.4098 -39.1397 10.4262
C 11.5016 -37.9690 11.2776
C 12.6416 -37.2850 11.2549
C 13.6750 -37.6778 10.3731
C 13.5346 -38.7776 9.4906
C 12.3904 -39.6195 9.6206
H 10.5768 -37.7587 11.9503
H 12.9641 -36.4918 11.8666
H 14.6574 -36.9780 10.4166
H 14.4398 -38.9811 8.8398
H 12.4331 -40.6493 9.1255

[5]
64
Properties=species:S:1:pos:R:3 method="wB97M-V/def2-TZVPD" e_above_lowest_kcal_mol=44.1 total_energy_ha=-1196.86678 spin_multiplicity=1 largest_force_ev_per_a=4.7 e_lumo_ev=-10.99 total_charge=+2 homo_lumo_gap_ev=2.0 homo_energy_ha=-0.478
Be 3.2677 -2.2663 -0.8107
Be 1.5488 -5.4694 -0.7044
F 3.3652 -4.3364 0.3994
F 1.0840 -3.3841 -1.0385
C -4.1887 -2.0490 -0.8397
C -2.7777 -1.3406 -0.7478
C -1.9310 -1.4013 -2.0501
C -2.3523 -0.3228 -3.0397
C -2.2891 1.1067 -2.4452
C -3.1908 1.2819 -1.1809
N -2.9485 0.1228 -0.2535
O -3.7332 0.1925 0.9294
C -2.7844 2.5908 -0.3978
C -4.6516 1.2443 -1.7219
C -2.0014 -2.1301 0.3706
H -4.9314 -1.5689 -0.1997
H -4.1397 -3.1068 -0.5945
H -4.7387 -1.8041 -1.7513
H -0.8500 -1.5045 -1.9340
H -2.1677 -2.3964 -2.4350
H -3.3809 -0.6020 -3.2801
H -1.8901 -0.4202 -4.0220
H -2.7274 1.7485 -3.2091
H -1.2258 1.3027 -2.3090
H -2.4647 3.3023 -1.1638
H -3.5093 3.0943 0.2392
H -1.8491 2.5849 0.1647
H -5.3793 1.2491 -0.9081
H -4.8612 2.1832 -2.2344
H -4.7903 0.3763 -2.3601
H -1.0373 -1.6524 0.5323
H -1.8307 -3.1657 0.0772
H -2.6287 -2.1442 1.2613
H -4.6283 0.3812 0.6134
C 4.3732 1.3644 2.3189
C 3.7072 0.0165 1.9134
C 2.5017 -0.2385 2.8483
C 1.3072 0.6365 2.5672
C 0.8427 0.6427 1.0792
C 2.0540 0.9410 0.1669
N 3.2080 0.0487 0.5198
O 4.2524 0.1129 -0.3927
C 1.5850 0.4921 -1.1924
C 2.4487 2.4305 0.1844
C 4.7355 -1.1533 2.2131
H 3.7114 1.7757 3.0856
H 5.2075 1.1921 2.9975
H 4.4882 2.1525 1.5803
H 2.2382 -1.2990 2.8492
H 2.7536 -0.1484 3.9066
H 0.4542 0.1360 3.0313
H 1.2660 1.6530 2.9588
H 0.0468 1.3620 0.8900
H 0.3969 -0.3444 0.9581
H 1.9524 1.0209 -2.0740
H 0.5732 0.9049 -1.2602
H 1.3812 -0.5744 -1.3223
H 1.7415 2.9448 -0.4679
H 3.4218 2.7097 -0.2196
H 2.3152 2.8264 1.1896
H 5.3356 -1.0638 3.1200
H 4.2356 -2.1050 2.4012
H 5.5233 -1.1599 1.4577
H 4.5552 1.0269 -0.2644

[6]
62
Properties=species:S:1:pos:R:3 method="wB97M-V/def2-TZVPD" total_energy_ha=-3195.99142 spin_multiplicity=1 largest_force_ev_per_a=3.8 e_lumo_ev=2.17 total_charge=-1 homo_lumo_gap_ev=6.5 homo_energy_ha=-0.160
C -1.2070 4.5498 -0.3551
C -1.8623 3.5578 -1.4352
C -1.0926 2.1687 -1.6187
C 0.4324 2.3530 -2.1674
C 1.3734 1.8349 -0.9456
Ga 0.5846 1.0972 -3.8435
C 1.7963 1.8699 -5.3246
C 1.1347 3.1351 -6.1088
O 1.9566 4.2886 -5.7713
C 1.3734 5.5017 -6.1658
C -0.1811 5.7882 -6.3048
O 2.1593 6.4602 -6.3857
H -1.8602 4.7165 0.5731
H -0.2191 4.1165 0.0084
H -0.9872 5.5488 -0.8802
H -1.9820 4.1026 -2.4252
H -2.9279 3.2937 -1.0822
H -1.6838 1.5749 -2.4045
H -1.0711 1.5399 -0.6552
H 0.6591 3.4276 -2.4732
H 2.4543 2.1678 -1.0432
H 0.8951 2.2745 0.0059
H 1.2755 0.6933 -0.8428
H -0.9077 0.7321 -4.3825
H 1.2640 -0.2661 -3.2660
H 2.8224 2.2013 -4.9270
H 2.0214 1.0385 -6.0908
H 1.1805 2.9089 -7.2256
H 0.0609 3.1909 -5.7373
H -0.7165 5.3074 -5.4072
H -0.5705 5.2998 -7.2522
H -0.4221 6.9084 -6.2902
C -0.9848 -0.8043 5.4558
C -1.3528 -1.9332 4.5123
O -2.5288 -1.6120 3.7605
C -2.3409 -0.7716 2.7288
O -1.2920 -0.2895 2.3872
O -3.5340 -0.5438 2.1566
C -3.4936 0.4133 1.0966
H -1.8365 -0.5392 6.0878
H -0.1455 -1.0913 6.0927
H -0.7049 0.0960 4.9052
H -1.5860 -2.8293 5.0922
H -0.5242 -2.1877 3.8458
H -2.7424 0.1500 0.3498
H -3.3002 1.4087 1.5018
H -4.4712 0.4197 0.6134
C 3.6658 -6.9946 4.8034
C 3.4034 -6.5981 3.3630
O 2.0418 -6.8524 2.9989
C 1.1506 -5.9519 3.4394
O 1.3956 -4.9661 4.0891
O -0.0709 -6.3509 3.0496
C -1.1270 -5.5253 3.5359
H 3.3642 -8.0308 4.9773
H 4.7249 -6.8876 5.0467
H 3.0912 -6.3757 5.4953
H 4.0229 -7.2058 2.6998
H 3.6643 -5.5526 3.1788
H -0.9561 -4.4758 3.2909
H -1.2341 -5.6561 4.6151
H -2.0519 -5.8447 3.0548

[7]
12
Properties=species:S:1:pos:R:3 method="wB97M-V/def2-TZVPD" e_above_lowest_kcal_mol=147.7 total_energy_ha=-264.69584 spin_multiplicity=1 largest_force_ev_per_a=4.1 e_lumo_ev="-5.09 / -5.07" total_charge=+1 homo_lumo_gap_ev="7.5 / 7.6" homo_energy_ha="-0.464 / -0.464"
C -0.7194 1.2409 -0.1565
C 1.8180 -1.3809 1.5196
N 0.7888 -1.2793 0.6497
N -1.6294 0.8432 -1.4169
O 0.4034 0.8105 -0.1347
H -1.3854 1.5425 0.6398
H 1.6325 -1.4600 2.5483
H 2.5896 -2.1555 1.2109
H 2.2157 -0.3207 1.4139
H -0.9512 0.2456 -2.0029
H -1.9588 1.5863 -2.0702
H -2.5320 0.3296 -1.1121

[8]
18
Properties=species:S:1:pos:R:3 method="wB97M-V/def2-TZVPD" e_above_lowest_kcal_mol=35.5 total_energy_ha=-289.91503 spin_multiplicity=1 largest_force_ev_per_a=2.5 e_lumo_ev=1.05 total_charge=0 homo_lumo_gap_ev=8.6 homo_energy_ha=-0.277
C 1.1160 1.9522 -1.5016
C 0.0276 1.2509 -1.1199
C -0.1043 0.5648 0.1656
N 0.3945 1.3127 1.2672
C -0.3728 -0.7564 0.2712
C -0.6393 -1.3394 1.6315
C -0.3389 -1.6727 -0.9334
H 1.0743 2.3346 -2.5115
H 1.9755 2.0377 -0.8465
H -0.6061 1.1710 -1.9990
H 0.4827 2.2739 0.9968
H -0.0383 1.1272 2.1542
H -1.1126 -0.6281 2.3008
H 0.2909 -1.7077 2.1007
H -1.2321 -2.2581 1.6391
H 0.6018 -2.2217 -0.9898
H -1.1341 -2.4125 -0.8158
H -0.3848 -1.0283 -1.8096